(1)
A 2-piece molecular cluster, C15H22N5O8 overall at a distorted geometry. Source: OMol25; level of theory: ωB97M-V/def2-TZVPD.

Values from the calculation:
Charge: -1
HOMO-LUMO gap, Ha: 0.289
Spin multiplicity: 1
HOMO level, eV: -5.269
E_tot, eV: -39747.327

Geometry as XYZ:
```
50
Properties=species:S:1:pos:R:3:lowdin_charge:R:1
O -2.66 -0.61 0.97 0.036
O 0.61 -2.69 3.04 0.070
O -3.58 2.86 2.07 0.025
O 1.05 -0.95 -1.38 -0.069
O 4.70 -4.82 0.13 0.073
O -3.04 3.15 -2.21 0.044
O 2.45 -0.41 0.23 -0.053
O 3.74 -5.31 2.12 0.099
C -1.82 -1.49 0.94 -0.490
C -0.03 -2.58 2.01 -0.458
C -2.78 3.22 1.22 -0.549
C 1.42 -0.21 -0.44 -0.715
C 3.77 -4.68 0.92 -0.439
C -1.88 3.37 -1.89 -0.477
C -1.64 -2.33 -0.22 0.013
C -0.64 -3.27 -0.22 -0.012
N -1.07 -1.69 2.06 0.222
N -1.16 4.23 -2.62 0.023
N 0.14 -3.44 0.93 0.023
N 2.54 -3.35 -0.89 0.067
N -2.19 2.36 0.40 0.135
C -2.44 4.70 1.12 0.005
C 0.22 4.65 -2.42 -0.068
C 0.55 1.00 -0.03 -0.105
C 1.25 -4.40 0.92 -0.099
C 2.59 -3.74 0.55 -0.265
C -0.47 1.41 -1.11 -0.131
C -1.23 2.68 -0.67 -0.227
H 4.58 -5.80 2.15 0.119
H -2.24 -2.13 -1.10 0.117
H -0.43 -3.85 -1.12 0.134
H -1.00 -0.94 2.73 0.175
H -1.66 4.61 -3.41 0.137
H 3.49 -3.13 -1.21 0.074
H 1.96 -2.50 -1.01 0.026
H -2.47 1.39 0.52 0.113
H -1.37 4.84 1.25 0.074
H -2.76 5.07 0.15 0.077
H -2.98 5.23 1.90 0.079
H 0.32 5.15 -1.46 0.078
H 0.52 5.34 -3.21 0.082
H 0.89 3.78 -2.44 0.081
H 1.21 1.85 0.16 0.112
H 0.03 0.76 0.89 0.102
H 1.05 -5.21 0.20 0.132
H 1.32 -4.87 1.90 0.119
H 2.72 -2.83 1.16 0.140
H -1.17 0.61 -1.30 0.119
H 0.08 1.63 -2.03 0.115
H -0.49 3.36 -0.26 0.117
```

---

(2)
C15H22O6PdS2 as an isolated structure. Source: OMol25; level of theory: ωB97M-V/def2-TZVPD.

Values from the calculation:
Charge: +2
ΔE to the lowest compared entry with this formula, charge and spin, kJ/mol: 44.4
HOMO-LUMO gap (alpha / beta), Ha: 0.329 / 0.204
Spin multiplicity: 5
HOMO level (alpha / beta), eV: -15.228 / -15.074
⟨S²⟩: 6.07
E_tot, eV: -53328.002

Geometry as XYZ:
```
46
Properties=species:S:1:pos:R:3:mulliken_spin:R:1
Pd -0.53 0.12 0.07 1.410
C 5.43 -3.09 2.35 -0.004
O 4.63 -4.05 1.65 -0.008
C 3.50 -3.67 1.09 0.001
C 2.78 -4.71 0.43 0.291
C 1.58 -4.45 -0.21 0.024
C 1.01 -3.18 -0.23 0.118
C -0.26 -2.95 -0.93 0.001
C -0.74 -3.98 -1.91 0.000
O -0.96 -1.95 -0.75 0.125
C 1.74 -2.10 0.45 0.138
O 1.34 -0.91 0.49 0.330
C 2.98 -2.40 1.09 0.106
H 6.28 -3.64 2.73 0.000
H 4.87 -2.65 3.17 0.002
H 5.77 -2.30 1.67 0.002
H 3.20 -5.71 0.43 -0.005
H 1.08 -5.27 -0.70 0.018
H 0.02 -4.17 -2.67 0.003
H -1.65 -3.62 -2.39 0.002
H -0.96 -4.92 -1.40 0.001
H 3.50 -1.58 1.56 -0.004
C 0.87 3.03 0.65 -0.005
O 0.42 1.82 1.29 0.083
C -0.32 2.05 2.49 0.002
C -0.62 0.71 3.11 -0.007
O -1.43 -0.04 2.21 0.075
C -1.66 -1.38 2.65 -0.010
H 1.54 3.57 1.32 0.001
H 0.03 3.67 0.39 0.000
H 1.42 2.73 -0.24 -0.002
H -1.25 2.59 2.26 -0.001
H 0.28 2.64 3.18 0.004
H -1.15 0.85 4.05 0.001
H 0.32 0.18 3.30 -0.001
H -2.26 -1.38 3.56 0.003
H -0.72 -1.90 2.84 0.001
H -2.22 -1.89 1.86 0.003
C -3.93 -0.30 -3.61 0.005
O -3.80 0.37 -2.33 -0.035
C -2.66 0.67 -1.82 -0.112
S -2.58 1.56 -0.37 0.793
S -1.12 0.49 -2.51 0.657
H -4.83 0.09 -4.07 0.002
H -4.05 -1.37 -3.42 0.000
H -3.07 -0.12 -4.24 -0.005
```

---

(3)
C15H23As2MnN2 as an isolated structure at a distorted geometry. Source: OMol25; level of theory: ωB97M-V/def2-TZVPD.

Values from the calculation:
Charge: +1
ΔE to the lowest compared entry with this formula, charge and spin, kJ/mol: 66.8
HOMO-LUMO gap (alpha / beta), Ha: 0.254 / 0.294
Spin multiplicity: 6
HOMO level (alpha / beta), eV: -9.851 / -11.246
⟨S²⟩: 8.77
E_tot, eV: -171896.527

Geometry as XYZ:
```
43
Properties=species:S:1:pos:R:3:mulliken_spin:R:1
Mn 0.04 0.25 -1.32 4.757
C 4.35 0.03 -2.19 0.024
As 2.53 0.25 -1.35 0.002
C 2.56 2.20 -1.58 0.015
C 2.66 -0.69 0.30 -0.038
C 3.87 -1.39 0.56 -0.001
C 4.04 -2.08 1.76 -0.001
C 3.05 -2.11 2.71 0.003
C 1.84 -1.43 2.49 0.017
C 1.64 -0.70 1.30 -0.009
As 0.00 0.25 1.16 -0.017
C -0.24 0.88 3.02 0.030
C -1.83 -0.73 1.19 0.010
H 5.09 0.46 -1.49 0.000
H 4.42 0.56 -3.16 0.000
H 4.56 -1.05 -2.37 -0.001
H 3.54 2.58 -1.22 0.003
H 1.75 2.63 -0.95 -0.001
H 2.41 2.52 -2.63 0.002
H 4.67 -1.42 -0.14 0.000
H 4.98 -2.61 1.94 0.000
H 3.19 -2.66 3.64 0.000
H 1.10 -1.49 3.25 -0.002
H -0.36 0.05 3.74 0.002
H -1.14 1.53 3.12 -0.002
H 0.66 1.48 3.28 -0.002
H -1.94 -1.28 2.15 0.002
H -1.85 -1.47 0.36 0.012
H -2.67 -0.02 1.07 0.000
N -6.17 0.34 -1.46 0.005
C -4.78 0.27 -1.32 0.008
C -4.05 1.37 -0.87 0.000
C -2.67 1.31 -0.87 0.020
N -1.97 0.25 -1.32 0.002
C -2.69 -0.78 -1.81 0.005
C -4.07 -0.81 -1.85 0.000
H -6.62 0.98 -0.81 0.000
H -6.63 -0.56 -1.49 0.000
H -4.55 2.27 -0.52 0.000
H -2.07 2.14 -0.51 0.004
H -2.10 -1.62 -2.19 0.009
H -4.58 -1.66 -2.28 0.000
H 0.04 1.97 -1.32 0.141
```

---

(4)
C15H23B2F17HfN2O9S3 as an isolated structure at a distorted geometry. Source: OMol25; level of theory: ωB97M-V/def2-TZVPD.

Values from the calculation:
HOMO-LUMO gap, Ha: 0.050
Spin multiplicity: 1
HOMO level, eV: -8.785
E_tot, eV: -118687.412

Geometry as XYZ:
```
72
Properties=species:S:1:pos:R:3:lowdin_charge:R:1
Hf 8.90 2.20 7.17 1.912
C 15.87 -5.87 -0.90 -0.082
C 16.14 -5.32 0.49 -0.266
C 16.07 -3.85 0.51 -0.117
N 16.69 -3.11 1.77 -0.228
C 16.38 -3.85 3.11 0.053
C 18.20 -2.85 1.73 -0.083
C 18.39 -1.33 1.87 -0.150
C 17.09 -0.84 2.51 -0.154
C 16.05 -1.71 1.79 -0.082
H 14.83 -5.96 -1.20 0.090
H 16.27 -6.88 -0.85 0.081
H 16.50 -5.32 -1.60 0.081
H 17.06 -5.76 0.88 0.120
H 15.29 -5.67 1.08 0.119
H 15.01 -3.61 0.38 0.147
H 16.69 -3.35 -0.24 0.128
H 15.30 -4.01 3.20 0.118
H 16.82 -3.29 3.93 0.104
H 17.11 -4.65 3.04 0.092
H 18.71 -3.48 2.46 0.127
H 18.58 -3.15 0.75 0.126
H 19.15 -0.96 2.56 0.124
H 18.57 -0.86 0.91 0.121
H 17.19 -0.86 3.59 0.122
H 16.99 0.23 2.31 0.131
H 15.07 -1.76 2.27 0.144
H 16.06 -1.36 0.76 0.136
C 10.23 1.40 0.61 -0.572
F 9.85 1.41 -0.69 0.122
F 11.22 0.52 0.80 0.117
F 10.73 2.63 0.99 0.097
S 8.68 1.08 1.71 0.490
O 8.31 -0.29 1.55 -0.194
O 9.03 1.37 3.09 -0.246
O 7.72 1.92 1.07 -0.194
C 10.74 -3.87 6.92 -0.688
F 11.22 -3.53 5.73 0.133
F 10.67 -5.21 7.05 0.142
F 11.37 -3.42 7.99 0.158
S 9.08 -3.09 6.92 0.579
O 8.31 -3.48 5.68 -0.268
O 8.41 -3.58 8.13 -0.272
O 9.29 -1.61 6.99 -0.353
C 13.91 5.61 9.74 -0.573
F 14.73 4.55 9.88 0.145
F 14.29 6.76 10.32 0.133
F 13.66 5.84 8.43 0.099
S 12.07 5.23 10.31 0.585
O 11.54 4.46 9.11 -0.304
O 12.19 4.41 11.53 -0.252
O 11.41 6.48 10.57 -0.228
B 13.20 0.92 6.83 -1.485
F 13.53 -0.27 6.40 0.190
F 14.30 1.72 7.14 0.111
F 12.26 1.52 5.98 0.068
F 12.48 0.69 7.94 0.131
B 9.26 5.91 4.68 -1.360
F 10.17 5.12 5.33 0.083
F 9.81 6.05 3.40 0.107
F 8.17 5.09 4.85 0.091
F 9.14 7.12 5.33 0.139
N 16.04 -2.13 10.10 0.056
C 16.42 -3.43 9.92 -0.097
C 17.43 -3.76 10.81 -0.103
C 17.79 -2.64 11.53 -0.064
C 16.93 -1.61 11.04 -0.045
H 15.47 -1.57 9.50 0.166
H 15.93 -3.95 9.11 0.118
H 17.88 -4.73 10.99 0.104
H 18.67 -2.61 12.15 0.105
H 16.92 -0.55 11.25 0.116
```

---

(5)
One molecule with the formula C15H23ClN4O4S. Source: OMol25; level of theory: ωB97M-V/def2-TZVPD.

Values from the calculation:
ΔE to the lowest compared entry with this formula, charge and spin, kJ/mol: 39.9
HOMO-LUMO gap, Ha: 0.336
Spin multiplicity: 1
HOMO level, eV: -8.656
SMILES: CO[C@@]1(C(=O)NC[C@H](CO)NC(=O)Cc2cc(Cl)n(C)n2)CCSC1
E_tot, eV: -53437.078

Geometry as XYZ:
```
48
Properties=species:S:1:pos:R:3:lowdin_charge:R:1
C -0.15 2.22 -0.06 -0.069
O -0.97 1.28 0.63 -0.172
C -2.18 0.95 -0.04 -0.482
C -1.86 0.10 -1.28 -0.426
O -2.42 0.25 -2.35 0.090
N -0.90 -0.83 -1.05 0.096
C -0.31 -1.65 -2.09 -0.105
C 1.09 -1.14 -2.48 -0.256
C 1.76 -2.10 -3.45 -0.217
O 0.90 -2.11 -4.59 -0.054
N 1.85 -0.89 -1.26 0.121
C 3.02 -1.43 -0.83 -0.467
O 3.66 -2.27 -1.43 0.058
C 3.49 -0.90 0.52 -0.035
C 2.39 -0.57 1.48 -0.317
C 1.43 -1.44 2.04 -0.026
C 0.67 -0.61 2.83 -0.699
Cl -0.67 -0.97 3.83 0.754
N 1.16 0.64 2.73 -0.196
C 0.64 1.85 3.34 -0.021
N 2.21 0.68 1.89 0.130
C -3.01 0.17 0.98 -0.158
C -3.43 1.17 2.05 -0.446
S -3.70 2.76 1.19 0.873
C -3.04 2.16 -0.39 -0.389
H 0.84 2.17 0.38 0.074
H -0.08 1.97 -1.13 0.102
H -0.54 3.24 0.04 0.093
H -0.49 -0.84 -0.13 0.122
H -0.23 -2.68 -1.73 0.137
H -0.97 -1.63 -2.95 0.125
H 0.96 -0.19 -3.00 0.158
H 2.76 -1.74 -3.70 0.123
H 1.85 -3.09 -3.02 0.123
H 1.29 -2.69 -5.25 0.091
H 1.48 -0.15 -0.68 0.111
H 4.16 -1.66 0.93 0.126
H 4.08 0.00 0.34 0.129
H 1.33 -2.50 1.92 0.116
H 0.51 1.71 4.41 0.085
H 1.37 2.63 3.16 0.096
H -0.31 2.12 2.88 0.075
H -3.88 -0.25 0.48 0.137
H -2.43 -0.65 1.41 0.102
H -4.35 0.87 2.55 0.073
H -2.65 1.30 2.80 0.044
H -2.48 2.94 -0.88 0.080
H -3.83 1.84 -1.06 0.090
```

---

Number 5 is which compound?
C15H23ClN4O4S

---

Look up the spin multiplicity of the first one.
1

---

Please write out number 4 again, unchanged.
C15H23B2F17HfN2O9S3 as an isolated structure at a distorted geometry. Source: OMol25; level of theory: ωB97M-V/def2-TZVPD.

Values from the calculation:
HOMO-LUMO gap, Ha: 0.050
Spin multiplicity: 1
HOMO level, eV: -8.785
E_tot, eV: -118687.412

Geometry as XYZ:
```
72
Properties=species:S:1:pos:R:3:lowdin_charge:R:1
Hf 8.90 2.20 7.17 1.912
C 15.87 -5.87 -0.90 -0.082
C 16.14 -5.32 0.49 -0.266
C 16.07 -3.85 0.51 -0.117
N 16.69 -3.11 1.77 -0.228
C 16.38 -3.85 3.11 0.053
C 18.20 -2.85 1.73 -0.083
C 18.39 -1.33 1.87 -0.150
C 17.09 -0.84 2.51 -0.154
C 16.05 -1.71 1.79 -0.082
H 14.83 -5.96 -1.20 0.090
H 16.27 -6.88 -0.85 0.081
H 16.50 -5.32 -1.60 0.081
H 17.06 -5.76 0.88 0.120
H 15.29 -5.67 1.08 0.119
H 15.01 -3.61 0.38 0.147
H 16.69 -3.35 -0.24 0.128
H 15.30 -4.01 3.20 0.118
H 16.82 -3.29 3.93 0.104
H 17.11 -4.65 3.04 0.092
H 18.71 -3.48 2.46 0.127
H 18.58 -3.15 0.75 0.126
H 19.15 -0.96 2.56 0.124
H 18.57 -0.86 0.91 0.121
H 17.19 -0.86 3.59 0.122
H 16.99 0.23 2.31 0.131
H 15.07 -1.76 2.27 0.144
H 16.06 -1.36 0.76 0.136
C 10.23 1.40 0.61 -0.572
F 9.85 1.41 -0.69 0.122
F 11.22 0.52 0.80 0.117
F 10.73 2.63 0.99 0.097
S 8.68 1.08 1.71 0.490
O 8.31 -0.29 1.55 -0.194
O 9.03 1.37 3.09 -0.246
O 7.72 1.92 1.07 -0.194
C 10.74 -3.87 6.92 -0.688
F 11.22 -3.53 5.73 0.133
F 10.67 -5.21 7.05 0.142
F 11.37 -3.42 7.99 0.158
S 9.08 -3.09 6.92 0.579
O 8.31 -3.48 5.68 -0.268
O 8.41 -3.58 8.13 -0.272
O 9.29 -1.61 6.99 -0.353
C 13.91 5.61 9.74 -0.573
F 14.73 4.55 9.88 0.145
F 14.29 6.76 10.32 0.133
F 13.66 5.84 8.43 0.099
S 12.07 5.23 10.31 0.585
O 11.54 4.46 9.11 -0.304
O 12.19 4.41 11.53 -0.252
O 11.41 6.48 10.57 -0.228
B 13.20 0.92 6.83 -1.485
F 13.53 -0.27 6.40 0.190
F 14.30 1.72 7.14 0.111
F 12.26 1.52 5.98 0.068
F 12.48 0.69 7.94 0.131
B 9.26 5.91 4.68 -1.360
F 10.17 5.12 5.33 0.083
F 9.81 6.05 3.40 0.107
F 8.17 5.09 4.85 0.091
F 9.14 7.12 5.33 0.139
N 16.04 -2.13 10.10 0.056
C 16.42 -3.43 9.92 -0.097
C 17.43 -3.76 10.81 -0.103
C 17.79 -2.64 11.53 -0.064
C 16.93 -1.61 11.04 -0.045
H 15.47 -1.57 9.50 0.166
H 15.93 -3.95 9.11 0.118
H 17.88 -4.73 10.99 0.104
H 18.67 -2.61 12.15 0.105
H 16.92 -0.55 11.25 0.116
```